# 1
A molecular structure, C46H49IrN6O6PTe. Source: the OMol25 dataset; level of theory: the ωB97M-V functional and the def2-TZVPD basis.

Structure (XYZ):
```
110
Properties=species:S:1:pos:R:3
Ir 0.3889 -0.1760 -0.5575
C -0.9844 5.5110 0.3404
O 0.1710 4.8193 -0.0705
C 0.8436 4.1935 0.9769
C 1.5787 4.9631 1.8740
C 2.2017 4.3374 2.9532
C 2.1181 2.9834 3.1050
C 1.4374 2.1435 2.1771
C 1.5234 0.7640 2.3802
N 1.1645 -0.2317 1.5654
N 1.4503 -1.4516 1.9620
C 1.1904 -2.4529 1.1408
O 0.5704 -2.3014 0.0196
C 1.6133 -3.7861 1.5450
C 2.4368 -3.9870 2.6571
C 2.8728 -5.2545 2.9807
C 2.4954 -6.3482 2.2114
C 1.6683 -6.1622 1.1125
C 1.2271 -4.8964 0.7832
C 0.7550 2.8151 1.1135
O -0.1226 2.0998 0.3066
H -0.7983 6.0899 1.2522
H -1.8069 4.8098 0.5247
H -1.2589 6.1934 -0.4644
H 1.6337 6.0307 1.7362
H 2.7440 4.9306 3.6751
H 2.5990 2.5142 3.9497
H 2.0432 0.4550 3.2846
H 2.7196 -3.1340 3.2546
H 3.5143 -5.4011 3.8376
H 2.8420 -7.3387 2.4716
H 1.3684 -7.0126 0.5116
H 0.5694 -4.7358 -0.0582
C -4.4125 -0.3833 -2.7126
C -5.3640 0.5425 -2.0148
C -6.5109 0.9563 -2.6787
C -7.5135 1.6510 -2.0275
C -7.3895 1.9215 -0.6745
C -6.2369 1.5583 -0.0041
C -5.2021 0.9040 -0.6682
N -4.0451 0.5523 0.0495
C -2.7270 0.7478 -0.3018
N -2.5028 1.7192 -1.2243
C -1.2918 2.1313 -1.8053
C -0.0874 2.2630 -1.0681
C 1.0756 2.6922 -1.7195
C 1.0530 2.9826 -3.0661
C -0.1362 2.9047 -3.7725
C -1.3085 2.4912 -3.1600
C -2.5756 2.4678 -3.9676
N -1.7813 0.0557 0.2303
C -2.0182 -0.8147 1.3098
C -2.1279 -2.1847 1.0814
C -2.2614 -3.0640 2.1371
C -2.2775 -2.5823 3.4346
C -2.1845 -1.2204 3.6640
C -2.0675 -0.3151 2.6193
C -2.0057 1.1579 2.9031
H -4.6358 -0.4144 -3.7774
H -4.5473 -1.3881 -2.3094
H -3.3702 -0.1155 -2.5773
H -6.6275 0.6962 -3.7227
H -8.3971 1.9514 -2.5695
H -8.1842 2.4202 -0.1413
H -6.1369 1.7626 1.0526
H -4.1695 0.1623 0.9736
H -3.3322 2.0808 -1.6753
H 1.9839 2.8007 -1.1455
H 1.9504 3.3219 -3.5611
H -0.1636 3.1721 -4.8196
H -2.3774 2.8614 -4.9606
H -3.3497 3.0875 -3.5159
H -2.9601 1.4576 -4.0759
H -2.0745 -2.5513 0.0689
H -2.3373 -4.1249 1.9482
H -2.3527 -3.2662 4.2672
H -2.1862 -0.8428 4.6781
H -1.6537 1.3367 3.9168
H -2.9945 1.6133 2.8098
H -1.3379 1.6554 2.2078
C 0.5108 -3.4328 -3.8076
C 1.4708 -2.4315 -3.7595
C 1.1461 -1.2190 -3.1862
N -0.0351 -0.9796 -2.5977
C -0.9575 -1.9520 -2.6552
C -0.7412 -3.1688 -3.2668
H 0.7179 -4.3820 -4.2760
H 2.4535 -2.5792 -4.1763
H 1.8448 -0.3957 -3.1909
H -1.9163 -1.7216 -2.2104
H -1.5395 -3.8944 -3.3195
C 5.3306 0.7369 2.7173
C 5.0917 1.5315 1.4442
O 3.9372 1.1132 0.7638
P 3.9356 0.0507 -0.4538
O 2.6141 0.2082 -1.1033
Te 5.8219 0.4293 -1.8592
O 3.9645 -1.4111 0.2386
C 5.1492 -2.1500 0.4263
C 5.3182 -3.2351 -0.6274
H 6.2750 1.0382 3.1672
H 5.3558 -0.3280 2.4986
H 4.5241 0.9183 3.4220
H 5.9663 1.4500 0.7791
H 4.9384 2.5882 1.6850
H 5.0912 -2.6010 1.4231
H 6.0213 -1.4817 0.3870
H 4.4806 -3.9265 -0.5925
H 6.2415 -3.7795 -0.4389
H 5.3712 -2.7899 -1.6198
```

Results
**2S+1**: 2
**LUMO (alpha / beta)**: -0.23 / -0.23 eV
**<S²>**: 0.756
**Kohn-Sham gap (alpha / beta)**: 6.13 / 6.20 eV

Atomic partial charges in e from the Löwdin method, atoms 1 to 99: 1.2505, -0.0659, -0.1005, -0.2090, 0.0111, -0.0701, -0.0316, -0.1309, -0.0661, -0.0525, 0.0589, -0.4451, -0.1515, -0.1441, -0.0277, -0.0840, -0.0887, -0.0859, -0.0204, -0.1174, -0.0695, 0.0898, 0.0944, 0.0954, 0.1219, 0.1083, 0.1105, 0.1276, 0.1073, 0.1002, 0.0987, 0.1004, 0.1082, -0.0407, -0.2136, -0.0441, -0.0808, -0.0817, -0.0155, -0.2093, 0.1540, -0.3647, 0.1684, -0.1368, -0.2646, -0.0241, -0.0445, -0.0425, -0.2072, -0.0270, 0.0572, -0.2664, -0.0333, -0.0765, -0.0795, -0.0446, -0.2202, -0.0196, 0.0858, 0.0974, 0.0394, 0.1130, 0.1035, 0.1042, 0.1143, 0.1477, 0.1253, 0.1290, 0.1159, 0.1091, 0.0819, 0.0869, 0.0666, 0.1000, 0.1054, 0.1013, 0.1104, 0.0851, 0.0820, 0.0548, -0.0447, -0.0272, -0.1208, -0.0393, -0.1432, -0.0522, 0.1093, 0.1145, 0.1045, 0.0846, 0.1071, -0.0545, -0.3295, -0.3039, 0.1003, -0.4545, 0.3597, -0.2879, -0.3604

---

# 2
A molecular structure, C46H50BrNO2PSSn. Source: the OMol25 dataset; level of theory: the ωB97M-V functional and the def2-TZVPD basis.

Structure (XYZ):
```
103
Properties=species:S:1:pos:R:3
Sn -1.1363 0.3683 1.4247
N -1.5027 2.6100 -0.2276
C -1.6322 3.8970 0.3934
C -2.7362 4.7059 0.1514
C -2.8207 5.9535 0.7460
C -1.7967 6.4141 1.5658
C -0.6985 5.6076 1.8095
C -0.6174 4.3373 1.2445
P 0.6877 3.1221 1.5571
C 1.9808 3.5905 0.3622
C 1.6469 4.2508 -0.8217
C 2.5969 4.4463 -1.8154
C 3.8986 4.0028 -1.6310
C 4.2423 3.3601 -0.4493
C 3.2888 3.1380 0.5314
C 1.4001 3.5172 3.1854
C 0.8495 2.8551 4.2813
C 1.3329 3.0814 5.5610
C 2.3845 3.9653 5.7563
C 2.9415 4.6288 4.6713
C 2.4498 4.4101 3.3933
H -0.7102 2.5848 -0.8651
H -2.3290 2.3947 -0.7749
H -3.5219 4.3627 -0.5112
H -3.6845 6.5758 0.5571
H -1.8606 7.3945 2.0166
H 0.0896 5.9504 2.4678
H 0.6447 4.6410 -0.9612
H 2.3239 4.9645 -2.7251
H 4.6428 4.1674 -2.3981
H 5.2584 3.0204 -0.2917
H 3.5654 2.6107 1.4360
H 0.0315 2.1563 4.1337
H 0.8922 2.5653 6.4034
H 2.7669 4.1407 6.7527
H 3.7565 5.3242 4.8216
H 2.8917 4.9320 2.5536
C -5.7863 -5.6775 -1.8436
C -6.0557 -4.1938 -1.5928
C -6.4694 -3.5462 -2.9214
C -7.2074 -4.0719 -0.5858
C -4.8277 -3.4740 -1.0421
C -4.8885 -2.1136 -0.7674
C -3.7769 -1.4776 -0.2682
Br -3.9494 0.3814 0.1314
C -2.5429 -2.0985 -0.0183
O -1.4898 -1.3909 0.4320
C -2.4817 -3.4827 -0.2748
C -3.6264 -4.1080 -0.7758
C -1.2824 -4.4145 -0.0304
C -1.6762 -5.4489 1.0353
C -0.9306 -5.1371 -1.3414
C -0.0009 -3.7338 0.4452
H -6.6864 -6.1457 -2.2425
H -5.5229 -6.2023 -0.9238
H -4.9863 -5.8251 -2.5711
H -7.3444 -4.0542 -3.3293
H -5.6629 -3.6127 -3.6531
H -6.7255 -2.4939 -2.7950
H -8.0938 -4.5817 -0.9656
H -7.4748 -3.0305 -0.4040
H -6.9363 -4.5227 0.3700
H -5.7958 -1.5492 -0.9296
H -3.5635 -5.1693 -0.9620
H -2.5354 -6.0440 0.7285
H -1.9270 -4.9573 1.9767
H -0.8443 -6.1318 1.2171
H -1.7522 -5.7461 -1.7145
H -0.0775 -5.7986 -1.1806
H -0.6652 -4.4179 -2.1185
H -0.1295 -3.2305 1.4023
H 0.3347 -3.0106 -0.2936
H 0.7713 -4.4987 0.5584
O 0.8135 0.2021 0.4805
S 1.5117 -0.6682 -0.5802
C 2.8218 -1.4814 0.3951
C 3.6215 -0.5639 1.2677
C 3.1010 -0.1127 2.4797
C 3.8458 0.7210 3.2989
C 5.1257 1.1041 2.9196
C 5.6558 0.6532 1.7197
C 4.9057 -0.1743 0.8963
C 2.4743 0.5391 -1.5337
C 2.7358 0.0238 -2.9170
C 3.7587 -0.8905 -3.1502
C 3.9819 -1.3851 -4.4261
C 3.1858 -0.9642 -5.4807
C 2.1698 -0.0462 -5.2576
C 1.9448 0.4437 -3.9808
H 3.4334 -2.0124 -0.3366
H 2.2750 -2.2256 0.9731
H 2.1146 -0.4319 2.7913
H 3.4288 1.0713 4.2342
H 5.7106 1.7469 3.5635
H 6.6588 0.9351 1.4287
H 5.3333 -0.5394 -0.0307
H 3.3824 0.7713 -0.9805
H 1.8461 1.4305 -1.5289
H 4.4025 -1.2036 -2.3366
H 4.7823 -2.0917 -4.5984
H 3.3619 -1.3454 -6.4771
H 1.5539 0.2910 -6.0802
H 1.1557 1.1662 -3.8089
```

Results
**LUMO**: -2.40 eV
**Kohn-Sham gap**: 7.72 eV
**Charge**: +1

Atomic partial charges in e from the Löwdin method, atoms 1 to 99: 1.2120, -0.0135, -0.3391, -0.0254, -0.0628, -0.0664, -0.0562, -0.3272, 1.0517, -0.3568, -0.0942, -0.0732, -0.0729, -0.0768, -0.1101, -0.3780, -0.1124, -0.0795, -0.0746, -0.0692, -0.0925, 0.0806, 0.0323, 0.1154, 0.1114, 0.1098, 0.1097, 0.1017, 0.1089, 0.1088, 0.1073, 0.0841, 0.0821, 0.1081, 0.1082, 0.1086, 0.1079, -0.0610, -0.5577, -0.0432, -0.0417, -0.1628, -0.0848, -0.5356, 0.8043, -0.3472, -0.4247, -0.0736, 0.0196, -0.5265, -0.0357, -0.0389, -0.0809, 0.0891, 0.0883, 0.0890, 0.0878, 0.0917, 0.0777, 0.0880, 0.0785, 0.0924, 0.1041, 0.0911, 0.0802, 0.0940, 0.0889, 0.0773, 0.0883, 0.0940, 0.0871, 0.0396, 0.0927, -0.7641, 1.0512, -0.2447, -0.2716, -0.0354, -0.0689, -0.0752, -0.0742, -0.0491, -0.2598, -0.2819, -0.0437, -0.0643, -0.0708, -0.0648, -0.0384, 0.1019, 0.0892, 0.1123, 0.1063, 0.1128, 0.1122, 0.1135, 0.0798, 0.0865, 0.1006

---

Number 1: calculated total energy -3276.0013 a.u.. Number 2: calculated total energy -5515.8258 a.u..